[1]
Below is C6H9O4P as an isolated structure, with properties calculated with the ωB97M-V functional and the def2-TZVPD basis.

Properties
ΔE to the lowest compared entry with this formula, charge and spin: 3.1442 eV
HOMO-LUMO gap: 0.3569 hartree

Atoms and positions in Å:
O -1.71 1.05 1.77
H -2.30 -1.04 1.87
C -1.74 -0.28 1.29
H 2.35 0.53 -1.85
P -0.16 1.35 2.25
H 1.07 -2.10 -1.31
H 0.79 1.13 -2.98
H 0.02 -1.67 0.92
O 0.52 1.56 0.76
C 0.48 0.02 -1.17
H 0.08 -1.54 -2.67
O 0.07 2.33 3.31
C 0.24 0.31 0.11
O 0.23 -0.19 2.41
H -0.62 -1.90 -0.90
H 1.53 1.86 -1.54
C -0.23 -0.62 1.17
H -2.14 -0.29 0.17
C 0.19 -1.42 -1.59
C 1.31 0.91 -2.03

[2]
Below is C45H38N5O3SSiTi as an isolated structure, with properties calculated with the ωB97M-V functional and the def2-TZVPD basis.

Properties
ΔE to the lowest compared entry with this formula, charge and spin: 0.0316 eV
HOMO-LUMO gap: 0.2704 hartree
net charge: +1

Atoms and positions in Å:
C -0.01 3.64 1.67
H 0.90 -4.32 1.09
C -0.11 3.19 -2.93
H -5.78 -2.54 -1.34
C 3.81 0.72 1.41
H -0.73 3.64 -3.69
C 0.09 4.31 5.41
C -4.85 -2.44 -4.59
C -0.94 -3.11 -2.09
H -6.13 -1.32 3.82
H -6.35 -3.54 -3.52
H -3.41 3.92 1.65
N 2.28 1.35 -0.03
H -2.20 0.28 4.58
H 2.97 3.64 -4.35
C -4.66 3.38 -1.45
C -0.69 2.71 -1.77
H 0.15 4.17 0.74
C -3.51 -0.94 -3.28
H -3.28 -1.21 -5.39
H -5.42 0.06 1.91
H -4.07 -4.69 2.18
C 0.11 4.29 2.88
C -4.55 1.99 -1.49
C -3.83 -1.50 -4.50
C -4.24 4.07 -0.32
C -5.14 -3.09 3.13
H 1.51 4.59 -4.66
C 1.49 2.02 -1.00
H 0.03 5.39 5.30
H 3.13 2.37 -2.33
C -4.02 1.28 -0.41
C -0.44 2.28 4.03
C -1.81 -1.66 3.57
C -1.30 -5.71 0.65
S 0.56 -0.79 -2.26
H 0.37 5.34 2.89
H -2.70 -0.22 -3.22
C -1.08 -1.85 2.40
H 4.70 0.67 2.01
H -0.66 4.00 6.13
C -5.55 -2.81 -3.45
C -5.52 -1.75 3.05
C 0.15 -2.38 -1.60
C 0.11 2.13 -0.78
N -0.47 1.61 0.41
H -2.25 -4.75 -1.77
O -2.03 -0.67 -0.43
O -1.23 -5.64 1.84
C 2.06 2.50 -2.16
C 1.88 3.59 -4.41
H -5.46 -3.69 3.96
C -4.36 -3.65 2.12
C -5.11 -0.98 1.97
H -0.57 1.72 4.95
C -0.36 2.29 1.61
C -0.09 3.63 4.08
H 1.76 -2.35 -0.19
H 1.07 4.08 5.83
H -5.10 -2.88 -5.55
H -4.33 5.15 -0.29
Si -3.69 -0.55 -0.50
H 1.62 2.93 -5.24
H -1.47 -2.75 -2.96
C 0.85 -2.85 -0.48
N 1.81 0.22 0.54
C -4.20 -1.30 -2.12
H 2.56 -1.04 2.01
C -3.73 3.38 0.77
N -0.59 -0.69 1.95
H -2.35 -2.41 4.13
C -4.32 -1.52 0.95
H -0.92 -2.76 1.85
C -5.23 -2.24 -2.22
H 4.01 2.56 0.15
C 2.72 -0.16 1.42
C -1.36 -4.24 -1.42
C -0.59 1.62 2.82
H -4.88 1.46 -2.38
N -1.02 0.26 2.83
C 0.40 -3.97 0.20
C 1.27 3.10 -3.13
H -5.07 3.92 -2.29
H -1.76 2.77 -1.60
H -3.36 -3.32 0.26
H -1.79 -6.72 -0.90
O -1.94 -6.73 0.05
C -3.62 2.00 0.72
H -3.21 1.47 1.57
C -3.97 -2.87 1.05
C 3.49 1.68 0.48
Ti -0.35 -0.18 -0.15
C -1.75 -0.31 3.81
C -0.73 -4.64 -0.24

[3]
Below is C30H36N2PRuSi2 as an isolated structure, with properties calculated with the ωB97M-V functional and the def2-TZVPD basis.

Properties
ΔE to the lowest compared entry with this formula, charge and spin: 0.1067 eV
HOMO-LUMO gap (alpha / beta): 0.2139 / 0.2138 hartree
net charge: +1

Atoms and positions in Å:
C -0.92 2.92 1.58
C -0.64 2.19 -4.69
H 1.33 6.03 1.17
C -0.58 2.33 -2.29
N -1.17 -1.80 -0.32
Si -1.37 -2.06 -2.10
H 1.87 -3.36 4.53
H 3.24 -1.74 0.07
H 0.95 -1.11 -2.47
H -0.32 1.73 -5.61
H 5.14 -0.66 -1.08
N 0.22 -1.71 1.90
C -0.17 1.72 -3.47
H -0.17 5.84 3.12
C 4.02 1.09 -1.65
C -1.93 3.87 -3.54
H -0.93 -1.37 4.73
H -3.56 -1.09 -2.67
C -2.53 -0.77 -2.77
C -0.15 5.05 2.38
H -3.27 -3.55 -0.30
C -0.77 -2.61 1.88
H -0.26 0.25 4.67
H 0.52 0.89 -3.46
H 0.90 -2.86 -2.60
C 0.70 5.16 1.28
C 2.81 1.75 -1.62
C 2.30 -2.69 3.79
C -0.96 3.93 2.52
H -3.75 -5.06 1.55
H 2.54 -3.27 2.90
C -2.11 -4.40 2.80
C 2.15 0.27 2.90
C 0.74 4.15 0.33
H -0.48 -3.52 3.83
H 1.56 1.01 2.36
C 0.00 -0.81 4.74
H 2.69 2.70 -2.13
C 3.12 -0.77 -0.38
H -1.73 -3.95 -3.55
C 0.35 -1.94 -2.82
C -1.99 -3.77 -2.50
C -1.46 3.40 -2.32
C 1.75 1.16 -0.94
H 2.45 0.75 3.84
H 4.87 1.52 -2.17
H -2.34 -0.60 -3.83
H -2.43 0.19 -2.27
H -1.62 3.85 3.37
H -1.50 -4.55 -1.92
C -2.91 -4.39 1.61
H 0.26 -1.86 -3.91
H -3.07 -3.89 -2.41
Ru 0.11 -0.47 0.38
H -2.34 -5.10 3.58
C -0.07 3.02 0.48
C -1.52 -2.66 0.65
H 3.25 -2.32 4.20
H 3.05 0.06 2.32
C -1.08 -3.52 2.94
C 1.90 -0.09 -0.32
H -1.89 3.64 -5.67
C 4.18 -0.16 -1.03
H -1.55 2.05 1.70
H 0.48 -0.97 5.71
H 1.40 4.24 -0.52
P 0.01 1.66 -0.71
C -2.64 -3.56 0.57
H -1.78 3.88 -1.40
C -1.53 3.27 -4.72
H -2.62 4.70 -3.57
Si 1.19 -1.26 3.37

[4]
Below is a 2-piece molecular cluster, C3H7ClN3 overall, with properties calculated with the ωB97M-V functional and the def2-TZVPD basis.

Properties
ΔE to the lowest compared entry with this formula, charge and spin: 2.1134 eV
HOMO-LUMO gap: 0.3590 hartree
net charge: +1

Atoms and positions in Å:
H 2.38 0.91 -0.34
Cl -1.50 0.72 -2.64
H -3.28 -0.09 -0.34
H -0.81 -0.89 1.41
H 0.49 -1.60 -0.95
C 0.76 -0.11 0.53
C 0.47 -0.49 -0.84
H 1.01 -0.06 -1.69
N -2.30 -0.03 -0.15
H 0.29 -0.02 2.61
N 1.73 0.83 0.55
C -1.56 0.06 -1.11
N 0.13 -0.48 1.67
H 2.18 1.25 1.29

[5]
Below is one molecule with the formula C2H4Cl2FN, with properties calculated with the ωB97M-V functional and the def2-TZVPD basis.

Properties
ΔE to the lowest compared entry with this formula, charge and spin: 1.2990 eV
HOMO-LUMO gap: 0.3933 hartree
SMILES: NCC(F)(Cl)Cl

Atoms and positions in Å:
H 2.16 -0.54 -0.32
C -0.95 0.26 0.44
Cl -0.44 2.03 0.34
Cl -2.62 0.27 -0.05
H 1.55 0.94 -0.73
F -0.69 -0.20 1.72
N 1.39 0.05 -0.03
H -0.45 -0.71 -1.27
H 0.04 -1.58 0.12
C 0.02 -0.51 -0.21

[6]
Below is C23H36MnN9O3S2 as an isolated structure, with properties calculated with the ωB97M-V functional and the def2-TZVPD basis.

Properties
spin multiplicity: 6
ΔE to the lowest compared entry with this formula, charge and spin: 0.0000 eV
HOMO-LUMO gap (alpha / beta): 0.3084 / 0.3068 hartree
net charge: +1

Atoms and positions in Å:
C -4.71 -12.26 11.91
Mn -8.66 -9.51 12.55
H -10.70 -9.36 8.56
C -8.94 -8.55 9.35
C -5.97 -8.23 14.85
H -11.77 -7.17 21.05
H -3.95 -10.36 9.31
H -10.73 -9.07 10.26
N -6.76 -9.00 15.64
H -12.73 -5.98 15.33
C -9.63 -8.10 17.23
C -10.11 -9.52 9.47
S -10.27 -10.19 15.61
H -8.89 -7.75 16.52
O -9.10 -11.02 15.81
C -11.52 -9.50 17.87
C -11.88 -5.92 13.38
H -8.18 -11.47 14.57
H -7.57 -9.35 15.15
H -6.32 -9.11 17.72
H -10.36 -12.68 10.68
H -7.04 -10.51 16.98
C -5.94 -11.65 12.19
N -9.85 -9.21 14.41
H -8.76 -11.03 10.17
H -4.29 -13.00 12.59
C -4.33 -7.41 16.64
C -9.80 -7.32 18.34
H -5.91 -12.10 14.21
H -12.46 -9.01 19.72
H -10.30 -6.39 20.82
C -10.90 -7.58 19.25
C -3.98 -11.80 10.88
H -7.09 -13.14 13.26
N -4.78 -7.77 15.28
H -10.74 -6.22 11.53
H -12.07 -10.39 17.67
H -8.21 -9.01 8.65
N -8.35 -8.36 10.70
H -8.76 -7.50 11.12
H -6.27 -9.53 9.79
H -9.23 -7.58 8.95
C -10.46 -9.25 17.04
C -10.65 -11.69 10.71
C -6.32 -9.68 16.83
H -10.56 -11.81 12.74
N -11.42 -7.57 15.02
H -12.34 -4.99 13.14
H -3.06 -12.28 10.54
C -5.81 -10.25 10.40
H -9.18 -6.50 18.65
H -5.09 -6.78 17.13
C -11.02 -6.58 12.52
N -10.51 -7.79 12.83
C -9.73 -10.94 9.74
N -6.49 -10.75 11.42
H -11.30 -10.52 12.21
S -6.53 -7.84 13.27
H -4.32 -7.14 14.64
O -11.48 -10.85 15.33
H -9.57 -11.48 8.83
N -11.09 -6.83 20.40
H -11.75 -11.57 10.35
C -11.69 -8.67 18.97
C -6.68 -12.09 13.42
H -5.26 -10.08 16.70
H -4.15 -8.28 17.30
N -10.50 -11.09 12.05
C -12.09 -6.48 14.63
H -7.38 -8.21 10.69
C -4.52 -10.73 10.10
H -3.43 -6.84 16.50
O -7.74 -11.21 13.69
C -10.61 -8.14 14.11

[7]
Below is an isolated ion of composition C5H2ClO3S and charge -1, with properties calculated with the ωB97M-V functional and the def2-TZVPD basis.

Properties
ΔE to the lowest compared entry with this formula, charge and spin: 0.0000 eV
HOMO-LUMO gap: 0.2612 hartree
SMILES: O=C([O-])c1csc(Cl)c1O
net charge: -1

Atoms and positions in Å:
Cl 3.30 0.61 0.10
H -0.65 -2.59 -0.26
O -2.29 0.66 1.04
C -0.70 -0.38 -0.10
O 0.45 2.04 0.05
S 1.53 -1.76 -0.08
H 1.35 2.36 0.38
C -2.14 0.13 -0.04
C -0.24 -1.60 -0.08
O -2.92 -0.17 -0.90
C 0.57 0.72 -0.05
C 1.74 -0.01 -0.07

[8]
Below is a 3-piece molecular cluster, C18H38FN2O6PSi overall, with properties calculated with the ωB97M-V functional and the def2-TZVPD basis.

Properties
HOMO-LUMO gap: 0.3004 hartree
SMILES: [H]/N=C(/C)C[Si@](C/C(C)=N/[H])([C@@H](C)F)P(CC)CC.COC(=O)OC.COC(=O)OC

Atoms and positions in Å:
H 0.91 2.55 1.83
H -2.45 -3.59 -0.03
H -2.25 -3.44 4.14
H 2.05 1.10 3.16
H 2.50 2.71 1.15
H -2.51 0.27 3.18
O -1.17 -0.42 -4.30
H -2.68 -4.31 1.54
H -1.58 1.60 3.76
C 5.13 1.54 -4.55
H 2.36 -0.17 -0.76
H -4.62 -2.12 -5.95
H 4.80 0.62 -2.11
H 6.55 2.24 -7.35
H -3.92 -3.08 -4.63
H -1.00 -1.61 5.70
C -2.07 -2.39 3.96
Si -0.14 -0.05 2.49
H -4.28 1.24 1.18
C -2.00 -1.62 5.29
C -2.37 -3.40 1.04
C 1.32 0.46 3.66
C 0.43 0.03 0.69
H -0.06 0.60 5.32
H 4.95 1.51 -7.17
F 2.01 -0.72 3.97
H -0.39 -4.08 1.45
C 5.94 1.59 -6.73
H 0.69 2.11 4.91
C -1.72 0.95 2.90
H 1.60 0.88 5.75
O -2.95 -1.31 -5.13
H 0.06 -1.11 -2.77
H -4.83 -1.59 -4.27
O 4.56 0.49 -4.76
H -2.14 2.94 0.32
O 5.14 2.22 -3.41
C -2.25 -1.15 -4.01
H 1.10 3.17 0.20
C -0.32 -0.18 -3.18
H -3.01 -2.56 1.27
N 2.44 0.78 -0.42
C 4.39 1.60 -2.35
H 0.88 -0.94 0.47
H -2.93 -2.02 3.40
H 4.47 2.24 -1.48
H -4.01 2.99 1.51
C 0.86 1.04 4.97
N -1.56 2.40 0.95
H -0.44 -2.65 0.48
O -2.54 -1.59 -2.92
H 6.41 0.61 -6.66
C 1.50 1.06 0.37
C -0.88 -3.12 1.35
H -0.43 0.11 0.04
H 3.34 1.51 -2.62
H -2.42 -0.63 5.22
C -4.15 -2.07 -4.97
H -4.13 1.89 2.84
H -2.63 -2.15 6.00
C -3.79 1.97 1.81
H -0.85 0.38 -2.41
H 0.52 0.42 -3.53
P -0.53 -2.21 2.94
C 1.48 2.45 0.91
C -2.27 1.81 1.80
O 5.86 2.21 -5.45

The evaluated molecular weight for the records listed, in turn: 176.11 804.85 612.85 120.56 131.97 605.67 177.59 456.57 g mol⁻¹.
The evaluated electronic energy for the records listed, in turn: -23847.287 -102704.058 -62296.886 -20208.628 -31389.791 -96976.618 -34717.774 -54431.030 eV.
The evaluated max |F| for the records listed, in turn: 3.56 0.23 1.89 4.38 7.60 3.30 5.13 1.18 eV/A.